Here is 2 unconnected molecules or ions with the total composition C5H2 in a non-equilibrium geometry from the Open Molecules 2025 dataset. Energies are from wB97M-V/def2-TZVPD.

Calculated values
- ΔE to the lowest compared entry with this formula, charge and spin: 92.7 kcal per mole
- Highest occupied orbital energy (alpha / beta): -10.31 / -9.37 eV
- Kohn-Sham gap (alpha / beta): 8.2 / 7.0 eV

Last column: Löwdin charge in e.
Atoms and positions in Å:
C  -2.9067  0.0141  -0.0328  0.1263
C  -1.7193  -0.2954  -0.2933  -0.2671
C  1.7340  1.0177  -0.1413  0.2104
C  0.6686  0.3775  -0.1263  -0.1318
C  -0.4442  -0.4307  -0.0662  -0.1188
H  2.4903  1.6657  -0.0542  0.0046
H  0.1773  -2.3489  0.7141  0.1764



Here is a molecular structure, C5H20FO5V in a non-equilibrium geometry from the Open Molecules 2025 dataset. Energies are from wB97M-V/def2-TZVPD.

Calculated values
- ΔE to the lowest compared entry with this formula, charge and spin: 55.8 kcal per mole
- Highest occupied orbital energy (alpha / beta): -15.70 / -15.69 eV
- Total charge: +2
- Multiplicity: 5
- Kohn-Sham gap (alpha / beta): 8.5 / 3.2 eV

Last column: Mulliken spin population.
Atoms and positions in Å:
V  28.1123  6.8328  -19.3747  2.9746
F  28.2263  8.5214  -18.2482  0.0163
C  27.2596  9.3442  -21.2373  0.0066
O  27.4534  7.9590  -21.2070  0.0057
H  26.6038  9.5529  -20.3921  -0.0005
H  28.1777  9.8873  -21.0130  -0.0006
H  26.8047  9.8534  -22.0869  0.0021
H  27.5375  7.5268  -22.0600  -0.0011
C  30.6014  6.3015  -17.3007  0.0046
O  29.8412  5.8805  -18.4154  0.0104
H  31.6909  6.3253  -17.2769  0.0010
H  30.3871  7.3143  -16.9595  -0.0002
H  30.5476  5.5168  -16.5461  0.0014
H  30.2279  5.0325  -18.6454  -0.0027
C  30.4369  7.5247  -21.6862  0.0066
O  29.8811  7.6043  -20.3760  -0.0318
H  29.8027  8.0000  -22.4346  0.0005
H  31.5012  7.7529  -21.7422  0.0011
H  30.3419  6.4632  -21.9149  -0.0009
H  30.2127  8.4259  -20.0064  0.0065
C  26.6415  7.1684  -15.3036  0.0021
O  25.2621  6.9588  -15.5425  0.0001
H  27.1516  7.8649  -15.9690  -0.0017
H  26.6577  7.4176  -14.2426  -0.0003
H  27.1433  6.2425  -15.5846  0.0004
H  24.9414  7.8123  -15.8428  0.0000
C  26.8926  11.2703  -16.5101  0.0625
O  28.1308  11.1283  -17.1711  0.7823
H  26.8712  12.0906  -15.7925  0.0120
H  26.0522  11.4816  -17.1713  0.1111
H  26.5820  10.4106  -15.9163  0.0439
H  28.1981  10.2732  -17.6023  -0.0121



Here is 5 unconnected molecules or ions with the total composition C5H20N10O5 in a non-equilibrium geometry from the Open Molecules 2025 dataset. Energies are from wB97M-V/def2-TZVPD.

Calculated values
- ΔE to the lowest compared entry with this formula, charge and spin: 21.4 kcal per mole
- Highest occupied orbital energy: -9.52 eV
- SMILES: NC(N)=O.NC(N)=O.NC(N)=O.NC(N)=O.NC(N)=O
- Kohn-Sham gap: 9.5 eV

Last column: Löwdin charge in e.
Atoms and positions in Å:
N  2.1149  2.8506  0.0508  0.1523
C  2.3319  2.9906  -1.2844  -0.6867
N  1.9612  1.8681  -1.9552  0.1387
O  2.8568  3.9623  -1.8194  0.0233
H  2.1032  1.8995  0.3841  0.0681
H  2.6269  3.5443  0.5819  0.0994
H  1.7127  0.9797  -1.5411  0.0331
H  1.9546  1.8894  -2.9620  0.0973
N  1.1422  -1.5205  1.5113  0.1669
C  1.0555  -1.3344  0.1756  -0.6537
N  0.1489  -2.0460  -0.4977  0.1913
O  1.7781  -0.4953  -0.3977  -0.0252
H  1.8498  -1.0023  2.0005  0.1088
H  0.3721  -1.9673  1.9736  0.0989
H  -0.5258  -2.7049  -0.1555  0.0875
H  0.1766  -1.7960  -1.4750  0.0699
N  0.9407  3.8370  4.6776  0.1552
C  1.5155  3.2478  3.6247  -0.6811
N  0.7962  2.1741  3.1230  0.1388
O  2.6606  3.5057  3.2678  0.0216
H  -0.0176  3.6298  4.8872  0.0973
H  1.3852  4.6803  4.9982  0.1152
H  -0.1771  2.0394  3.3530  0.0862
H  0.8677  1.8980  2.1559  0.0659
N  -0.5089  -0.5375  -3.0281  0.1475
C  -1.6271  -0.1051  -2.3654  -0.6495
N  -1.6305  1.2471  -2.2423  0.1653
O  -2.5837  -0.7930  -2.0325  0.0235
H  -0.3430  -1.4902  -3.3055  0.1142
H  0.1596  0.0989  -3.4173  0.0924
H  -2.5193  1.6922  -2.0976  0.1100
H  -0.7985  1.8031  -2.3324  0.0835
N  -2.4714  -5.3489  -0.2086  0.1402
C  -2.7742  -4.2926  -1.0367  -0.6804
N  -3.0566  -3.1289  -0.3458  0.1385
O  -2.9574  -4.3919  -2.2378  0.0338
H  -2.3991  -5.1910  0.7754  0.0802
H  -2.1628  -6.1916  -0.6580  0.1027
H  -2.9330  -2.2259  -0.7905  0.0518
H  -3.0252  -3.2749  0.6459  0.0777



Here is 4 unconnected molecules or ions with the total composition C5H20N2O3 in a non-equilibrium geometry from the Open Molecules 2025 dataset. Energies are from wB97M-V/def2-TZVPD.

Calculated values
- ΔE to the lowest compared entry with this formula, charge and spin: 114.0 kcal per mole
- Highest occupied orbital energy: -8.42 eV
- SMILES: C[C@@H](CN)N(C)C.O.O.O
- Kohn-Sham gap: 8.9 eV

Last column: Löwdin charge in e.
Atoms and positions in Å:
C  1.8721  -0.8158  -0.1897  -0.0831
C  0.5001  -0.1155  0.2700  -0.2009
C  0.9270  1.4988  -0.1198  -0.2353
N  0.1371  2.5360  0.5437  -0.0001
N  -0.6343  -0.3947  -0.8421  -0.2254
C  -0.3179  -1.1864  -1.9701  -0.1271
C  -1.7521  -0.9430  -0.0610  -0.1399
H  1.8592  -1.8698  -0.4865  0.0543
H  2.3560  -0.1192  -0.9604  0.0950
H  2.5996  -0.5108  0.5137  0.0451
H  0.0815  -0.0159  1.3695  0.1468
H  0.9181  1.6337  -1.2747  0.1284
H  2.0093  1.5250  0.1743  0.0953
H  -0.8047  2.3820  0.5879  0.0122
H  0.5040  2.7918  1.5274  0.0703
H  -1.1690  -1.3567  -2.5147  0.0669
H  0.4086  -0.6444  -2.5133  0.0751
H  0.1136  -2.1291  -1.7594  0.0636
H  -2.1096  -0.1902  0.6625  0.0696
H  -2.7161  -1.1197  -0.4665  0.0601
H  -1.4679  -1.8920  0.5231  0.0901
O  -3.2427  2.4335  -1.6264  -0.0649
H  -2.6550  2.0207  -2.3145  0.0620
H  -2.8160  2.1802  -0.8225  -0.0134
O  0.3377  -3.6620  0.7632  -0.0327
H  0.1288  -3.6260  1.7237  0.0724
H  1.1351  -3.2864  0.5385  -0.0457
O  1.4402  1.6645  3.1334  0.0377
H  0.8353  2.3242  2.7178  0.0406
H  1.5218  0.8872  2.8726  -0.1172



Here is 4 unconnected molecules or ions with the total composition C5H20N2O3 from the Open Molecules 2025 dataset. Energies are from wB97M-V/def2-TZVPD.

Calculated values
- ΔE to the lowest compared entry with this formula, charge and spin: 4.1 kcal per mole
- Highest occupied orbital energy: -8.95 eV
- SMILES: CC(C)NCCN.O.O.O
- Kohn-Sham gap: 9.2 eV

Last column: Löwdin charge in e.
Atoms and positions in Å:
C  0.7494  2.1419  -0.8654  -0.0561
C  0.5467  0.6335  -0.7723  -0.4443
C  0.0029  0.1016  -2.0925  -0.0591
N  -0.3695  0.3306  0.3407  -0.0559
C  0.0527  -0.7814  1.2018  -0.2162
C  -0.1420  -2.1667  0.5784  -0.2754
N  -1.5280  -2.5837  0.3635  0.0157
H  1.4343  2.3937  -1.6757  0.0817
H  -0.1871  2.6423  -1.1291  0.0850
H  1.0947  2.5418  0.0868  0.0656
H  1.5268  0.1809  -0.6078  0.1057
H  -0.1830  -0.9733  -2.0668  0.0703
H  -0.9496  0.5683  -2.3457  0.0729
H  0.6949  0.2729  -2.9167  0.0817
H  -0.5192  1.1357  0.9373  0.0684
H  1.1117  -0.6742  1.4925  0.1073
H  -0.5485  -0.7019  2.1097  0.1146
H  0.2936  -2.9095  1.2505  0.1107
H  0.3654  -2.2342  -0.3830  0.0886
H  -2.0695  -2.5268  1.2170  0.0681
H  -1.9679  -1.9812  -0.3140  0.0348
O  -0.1590  2.5585  2.4959  -0.0441
H  0.6647  2.8391  2.9042  0.0492
H  -0.8394  2.6242  3.1723  0.0504
O  -3.0886  0.1334  -0.7880  -0.0914
H  -2.1806  0.0528  -0.4308  -0.0218
H  -3.2519  1.0789  -0.8324  0.0275
O  3.2131  -1.7774  -0.6244  -0.0476
H  3.8676  -1.4650  0.0045  0.0396
H  2.3653  -1.4548  -0.3105  -0.0260



Here is 5 unconnected molecules or ions with the total composition C5H20N2O5 in a non-equilibrium geometry from the Open Molecules 2025 dataset. Energies are from wB97M-V/def2-TZVPD.

Calculated values
- ΔE to the lowest compared entry with this formula, charge and spin: 14.7 kcal per mole
- Highest occupied orbital energy (alpha / beta): 0.02 / -5.80 eV
- Total charge: -1
- Multiplicity: 2
- Kohn-Sham gap (alpha / beta): 3.0 / 8.7 eV

Last column: Mulliken spin population.
Atoms and positions in Å:
C  -0.7408  -2.5101  1.6329  0.1487
N  -1.3513  -1.2688  1.2205  -0.0384
C  -0.5451  -0.0730  1.3953  -0.2092
C  -0.1242  0.7509  0.0300  0.3558
C  -0.5534  2.2126  0.0907  0.0385
N  -0.1965  2.9119  -1.1200  0.1176
C  -1.3298  0.8474  2.3293  0.0045
O  -2.5035  0.6860  2.5586  -0.0039
H  -0.4318  -3.0664  0.7389  -0.0646
H  -1.5502  -3.1832  1.9845  0.0089
H  -0.0962  -2.4578  2.5154  -0.0112
H  -2.2956  -1.0980  1.5378  -0.0087
H  0.4544  -0.1888  1.8357  -0.0417
H  0.9522  0.5675  -0.0463  0.0983
H  -0.4936  0.1227  -0.7675  0.0768
H  -0.1031  2.6592  0.9832  0.0073
H  -1.6319  2.1745  0.2879  -0.0135
H  -0.7758  2.8488  -1.9411  -0.0582
H  0.7656  2.7743  -1.3750  -0.0366
H  -0.7758  1.7131  2.7500  -0.0035
H  -2.1317  -1.4723  -1.0213  -0.0282
H  -1.4960  -1.6203  -2.3304  0.1092
O  -2.3995  -1.6863  -1.9396  0.2049
H  3.2890  -0.4127  0.5147  -0.0015
H  3.0004  -1.2193  1.7522  0.0146
O  3.0775  -0.3280  1.4556  0.0235
H  0.2350  -0.1288  -2.5748  0.0624
H  0.5131  0.2492  -3.9137  0.1779
O  0.9089  0.4445  -3.0365  -0.1073
H  2.1566  -0.4309  -2.1551  0.0838
H  3.1609  0.5723  -1.7440  0.0373
O  3.0120  -0.3902  -1.6480  0.0564



Here is a molecular structure, C5H20NO5V in a non-equilibrium geometry from the Open Molecules 2025 dataset. Energies are from wB97M-V/def2-TZVPD.

Calculated values
- Highest occupied orbital energy (alpha / beta): -2.83 / -7.46 eV
- Multiplicity: 5
- Kohn-Sham gap (alpha / beta): 2.9 / 7.4 eV

Last column: Mulliken spin population.
Atoms and positions in Å:
V  7.5061  -9.0225  -12.9301  4.9511
C  7.4005  -6.0762  -14.6808  0.0543
O  7.1970  -6.8594  -13.5265  -0.1158
H  6.5105  -5.6028  -15.0954  0.0011
H  8.0450  -5.2309  -14.4399  -0.0100
H  7.8612  -6.6288  -15.4997  -0.0033
C  4.3810  -10.6411  -15.5440  0.0096
C  5.2969  -10.3572  -14.3405  -0.0061
C  5.9470  -11.5190  -13.6626  -0.0047
O  7.0174  -11.0985  -12.7889  -0.0327
C  7.0571  -11.9783  -11.6710  0.0585
N  6.3311  -9.4587  -14.7734  -0.0419
H  4.5322  -11.6502  -15.9276  -0.0025
H  4.6461  -9.9007  -16.2986  -0.0040
H  3.3076  -10.4734  -15.4555  -0.0057
H  4.7512  -9.7185  -13.6460  0.0269
H  6.2377  -12.2919  -14.3742  0.0368
H  5.1283  -11.9515  -13.0875  0.0161
H  6.2509  -11.7893  -10.9622  0.0098
H  8.0148  -11.8008  -11.1817  0.1749
H  7.0116  -13.0220  -11.9822  -0.1400
H  5.9032  -8.6936  -15.2751  -0.0107
H  6.7530  -10.0498  -15.4754  -0.0091
O  6.0078  -8.8865  -11.2057  -0.4158
H  5.8660  -7.9592  -11.0153  0.1395
H  5.1893  -9.3118  -10.9502  0.0325
O  9.4383  -9.0303  -14.0403  -0.5594
H  9.7158  -8.9686  -14.9543  0.0868
H  10.2102  -8.7711  -13.5372  0.2215
O  9.0993  -9.6060  -11.3743  -1.2504
H  9.3049  -9.1857  -10.5392  0.3147
H  9.6492  -10.3893  -11.3905  0.4782



Here is 5 unconnected molecules or ions with the total composition C5H20O5 in a non-equilibrium geometry from the Open Molecules 2025 dataset. Energies are from wB97M-V/def2-TZVPD.

Calculated values
- ΔE to the lowest compared entry with this formula, charge and spin: 38.5 kcal per mole
- Highest occupied orbital energy: -9.65 eV
- SMILES: CO.CO.CO.CO.CO
- Kohn-Sham gap: 10.2 eV

Last column: Löwdin charge in e.
Atoms and positions in Å:
C  0.0928  -17.4324  -6.4925  -0.2011
O  -0.1846  -18.5192  -5.6582  -0.1172
H  1.0247  -16.8924  -6.2850  0.0703
H  0.1387  -17.7499  -7.5336  0.0736
H  -0.6712  -16.6429  -6.4477  0.0711
H  -0.3061  -18.1599  -4.7543  0.0427
C  -0.5095  -14.0514  -4.2303  -0.1459
O  0.6131  -14.8458  -3.9006  -0.1283
H  -0.5925  -13.1855  -3.5706  0.0815
H  -0.5156  -13.6685  -5.2570  0.0824
H  -1.4035  -14.6685  -4.1660  0.0814
H  1.4223  -14.3602  -4.0762  0.0958
C  -4.9628  -19.5178  -1.5709  -0.1481
O  -3.5920  -19.3336  -1.2676  -0.1318
H  -5.1551  -19.7708  -2.6205  0.0826
H  -5.4304  -20.3697  -1.0571  0.0808
H  -5.5137  -18.6134  -1.3247  0.0834
H  -3.1032  -19.9166  -1.8575  0.0967
C  -4.4426  -18.9298  2.1231  -0.1631
O  -3.2461  -18.5124  1.4666  -0.1426
H  -4.3829  -18.6500  3.1685  0.0726
H  -5.2990  -18.4235  1.6681  0.0713
H  -4.5687  -20.0062  1.9937  0.0744
H  -3.3838  -18.7210  0.5256  0.0234
C  -0.9532  -17.2095  -1.6714  -0.1127
O  -0.7027  -17.2406  -3.0826  -0.1565
H  -0.0156  -16.9263  -1.1862  0.0848
H  -1.6981  -16.4468  -1.4496  0.0834
H  -1.2369  -18.1979  -1.3375  0.0640
H  -0.2198  -16.4233  -3.3007  0.0309